1.
The following is a quantum chemistry calculation of one molecule with the formula C20H31N5O4, from OMol25.

```
60
Properties=species:S:1:pos:R:3:forces:R:3
C 4.900711 6.013195 3.989392 0.0615 -0.0286 0.0049
C 4.590031 5.288985 2.684949 -0.1098 0.0364 -0.0112
C 3.596323 6.099947 1.853664 -0.0035 -0.0021 -0.0022
C 4.075100 3.843218 2.902022 0.1065 -0.0261 0.0201
N 3.539791 3.531090 4.213005 -0.0725 0.0109 -0.0153
N 4.407719 3.179314 5.252468 0.0062 0.0000 0.0091
C 3.670094 3.297198 6.421755 0.0066 0.0025 -0.0019
C 4.261930 2.821127 7.712722 -0.0065 -0.0237 0.0084
C 3.759328 3.699372 8.848914 -0.0096 -0.0173 -0.0021
O 2.766442 3.420776 9.494567 0.0047 0.0066 -0.0038
N 4.477786 4.823857 9.061523 -0.0008 0.0184 0.0133
C 5.364608 5.567858 8.150609 -0.0114 -0.0155 -0.0074
C 4.996309 6.862490 8.912826 0.0084 0.0159 0.0085
C 4.403039 8.008040 8.104015 -0.0121 -0.0010 -0.0036
N 5.362215 9.027449 7.681183 0.0279 -0.0110 0.0134
C 5.252048 10.345163 8.284930 -0.0071 -0.0027 -0.0060
C 6.257538 8.688018 6.726782 -0.0168 0.0032 -0.0104
O 6.328173 7.520839 6.346157 -0.0061 0.0116 0.0235
C 7.142169 9.786316 6.166636 0.0022 -0.0047 -0.0059
C 7.813478 9.587097 4.803795 0.0086 -0.0029 0.0052
O 8.259053 10.566265 4.231570 -0.0054 0.0036 -0.0040
N 7.910610 8.331664 4.332475 0.0121 0.0008 -0.0132
C 8.536055 8.054426 3.076112 -0.0055 0.0098 0.0093
C 8.314334 6.700970 2.484903 0.0028 -0.0036 -0.0045
C 7.690264 7.914694 1.844515 -0.0021 0.0064 -0.0018
C 3.972047 6.026251 9.721924 0.0046 -0.0003 -0.0097
C 2.479134 3.872457 6.175375 -0.0032 0.0244 0.0029
C 2.380747 4.085999 4.733548 0.0033 -0.0256 -0.0112
O 1.531173 4.642290 4.057803 -0.0024 0.0109 0.0042
H 3.995529 6.147478 4.586652 -0.0022 0.0027 -0.0003
H 5.631154 5.483662 4.602892 -0.0051 -0.0012 -0.0057
H 5.296938 7.008479 3.782486 -0.0005 -0.0010 -0.0064
H 5.519346 5.206737 2.111324 0.0000 -0.0018 0.0035
H 2.642955 6.179759 2.377141 0.0014 0.0001 0.0004
H 3.981063 7.104346 1.664647 0.0011 0.0008 0.0002
H 3.411301 5.626366 0.887339 0.0021 0.0007 -0.0010
H 3.275695 3.627489 2.193229 0.0017 -0.0013 -0.0024
H 4.873601 3.121793 2.716914 0.0002 0.0033 0.0034
H 4.849733 2.278071 5.102274 0.0001 0.0014 -0.0048
H 3.939329 1.801220 7.923591 0.0114 -0.0006 -0.0023
H 5.351463 2.844234 7.649062 0.0002 0.0034 -0.0036
H 6.410781 5.267360 8.194312 0.0014 0.0009 0.0001
H 5.028745 5.564929 7.113716 0.0065 -0.0005 0.0014
H 5.812796 7.229980 9.534536 0.0007 0.0007 -0.0018
H 3.895779 7.605601 7.222704 -0.0030 -0.0015 0.0012
H 3.652464 8.522336 8.706124 -0.0003 -0.0008 0.0026
H 6.180565 10.898583 8.189133 0.0038 0.0013 0.0006
H 4.444226 10.930350 7.838114 0.0003 0.0011 -0.0018
H 5.047908 10.231934 9.349476 -0.0018 -0.0019 -0.0012
H 6.593795 10.721807 6.074744 -0.0051 0.0018 0.0062
H 7.950271 9.976434 6.879982 0.0008 0.0012 -0.0039
H 7.477860 7.598414 4.881464 0.0057 -0.0009 0.0058
H 9.505641 8.518899 2.960739 0.0030 -0.0068 -0.0052
H 9.144586 6.219573 1.988502 -0.0008 -0.0001 -0.0005
H 7.656169 6.030303 3.022874 0.0006 0.0024 0.0011
H 6.624125 8.049006 1.968655 0.0000 -0.0006 0.0022
H 8.094147 8.271786 0.908038 0.0023 -0.0016 0.0011
H 2.924698 6.221192 9.472862 -0.0006 0.0017 0.0042
H 4.086869 6.029350 10.804919 -0.0036 0.0016 0.0009
H 1.727731 4.146319 6.896347 -0.0005 -0.0009 -0.0023
```
Forces are in eV/Å.

Output
* energy above the lowest of the compared OMol25 structures with the same formula, charge and spin: 1.443 eV
* Kohn-Sham gap: 0.3307 Eh
* max |F|: 0.1 eV Å⁻¹
* structure (SMILES): CC(C)Cn1[nH]c(CC(=O)N2CC(CN(C)C(=O)CC(=O)NC3CC3)C2)cc1=O
* electronic energy: -1355.43198 Ha

---

2.
The following is a quantum chemistry calculation of one molecule with the formula C20H31N5O4, from OMol25.

```
60
Properties=species:S:1:pos:R:3:forces:R:3
C 0.960441 -1.234902 -1.088757 -0.0045 0.0149 0.0069
C 2.092268 -2.019044 -1.743958 -0.0211 -0.0408 0.0094
C 1.546583 -3.292839 -2.387059 0.0019 -0.0061 0.0058
C 3.256087 -2.365169 -0.775061 0.0386 0.0620 0.0227
N 3.039092 -2.115681 0.637207 -0.0418 -0.0344 -0.0533
N 3.192408 -0.821588 1.149008 0.0099 0.0184 0.0048
C 2.549800 -0.820631 2.379702 -0.0307 -0.0169 0.0153
C 2.696156 0.362633 3.285841 0.0007 0.0183 -0.0147
C 1.490604 0.465523 4.210305 -0.0226 -0.0744 -0.0281
O 1.499463 0.038442 5.350498 0.0085 -0.0054 0.0105
N 0.403754 1.030912 3.653463 0.0163 0.1104 -0.0001
C 0.052672 1.392347 2.276179 0.0138 0.0223 0.0227
C -1.426726 1.492698 2.732062 -0.0212 -0.0626 -0.0437
C -2.425599 0.581699 2.032154 0.0041 0.0158 0.0008
N -3.104015 1.205795 0.899199 -0.0321 -0.0087 0.0102
C -4.455969 1.680790 1.133883 -0.0097 -0.0060 -0.0081
C -2.420668 1.324697 -0.261432 0.0303 0.0861 -0.0041
O -1.241091 0.982207 -0.310877 -0.0076 -0.0282 -0.0352
C -3.164105 1.897730 -1.455043 -0.0031 -0.0287 0.0032
C -2.548591 1.807128 -2.853913 -0.0078 -0.0157 -0.0031
O -3.271886 2.010846 -3.813625 0.0006 0.0005 -0.0041
N -1.229610 1.560680 -2.942910 -0.0097 -0.0448 0.0334
C -0.580031 1.443097 -4.212121 -0.0069 0.0284 -0.0015
C 0.839987 0.982370 -4.223736 -0.0003 -0.0104 -0.0015
C -0.248964 0.085206 -4.758441 -0.0046 -0.0058 -0.0087
C -0.970900 1.017805 4.135902 0.0267 -0.0006 0.0213
C 1.858428 -1.961513 2.553403 0.0088 0.0005 0.0402
C 2.118540 -2.817856 1.400063 -0.0482 0.0079 -0.0381
O 1.648187 -3.894962 1.073421 0.0164 -0.0007 0.0015
H 0.459859 -1.829766 -0.322597 0.0163 -0.0056 0.0173
H 1.302166 -0.304583 -0.633736 0.0105 0.0074 0.0126
H 0.203506 -0.984567 -1.834089 0.0075 0.0087 -0.0041
H 2.514289 -1.394999 -2.538443 0.0071 0.0041 0.0015
H 1.130618 -3.947322 -1.619035 0.0000 -0.0030 -0.0005
H 0.763452 -3.057897 -3.110466 -0.0038 0.0019 -0.0008
H 2.331658 -3.840725 -2.912429 0.0002 -0.0004 0.0025
H 3.488122 -3.427493 -0.848135 -0.0081 -0.0010 0.0044
H 4.160833 -1.820931 -1.050925 0.0047 0.0049 -0.0117
H 4.162698 -0.524060 1.162263 -0.0019 0.0005 -0.0008
H 3.579664 0.249325 3.914452 -0.0019 0.0031 0.0139
H 2.806118 1.270673 2.688712 -0.0008 -0.0049 -0.0125
H 0.502466 2.325551 1.933317 0.0009 -0.0170 -0.0197
H 0.239039 0.605586 1.546124 0.0041 -0.0073 0.0121
H -1.803217 2.515729 2.736578 0.0174 0.0085 0.0162
H -1.922566 -0.325053 1.690315 0.0038 -0.0108 0.0090
H -3.203867 0.284151 2.737662 -0.0006 0.0070 -0.0001
H -4.790382 2.334759 0.335877 0.0057 -0.0048 0.0051
H -5.157122 0.847410 1.221013 -0.0042 0.0005 -0.0002
H -4.483548 2.252030 2.063519 0.0010 -0.0017 -0.0026
H -4.147976 1.438295 -1.543986 0.0007 0.0050 -0.0113
H -3.344920 2.962092 -1.277664 0.0050 -0.0029 0.0091
H -0.752320 1.318126 -2.081903 0.0097 0.0187 -0.0068
H -0.889538 2.200923 -4.917209 0.0191 0.0049 -0.0089
H 1.522628 1.445407 -4.921636 -0.0031 0.0011 -0.0033
H 1.279802 0.713767 -3.271371 -0.0013 -0.0026 0.0045
H -0.532713 -0.766446 -4.154857 -0.0004 0.0001 0.0072
H -0.319122 -0.064831 -5.826346 0.0026 0.0043 -0.0010
H -1.311857 0.018002 4.419317 0.0052 -0.0059 -0.0066
H -1.161145 1.704876 4.960165 -0.0050 -0.0138 0.0107
H 1.217035 -2.216471 3.380155 0.0047 0.0055 0.0008
```
Forces are in eV/Å.

Output
* energy above the lowest of the compared OMol25 structures with the same formula, charge and spin: 1.473 eV
* Kohn-Sham gap: 0.3305 Eh
* max |F|: 0.1 eV Å⁻¹
* structure (SMILES): CC(C)Cn1[nH]c(CC(=O)N2CC(CN(C)C(=O)CC(=O)NC3CC3)C2)cc1=O
* electronic energy: -1355.43086 Ha

---

Which of these has the lowest Kohn-Sham gap? number 2

---

Number 1 is which compound? C20H31N5O4

---

Among the records above, which one has the lowest energy above the lowest of the compared OMol25 structures with the same formula, charge and spin? number 1